(P)
The following is a DFT calculation (ωB97M-V/def2-TZVPD) of a single C5H11N molecule.

Calculated values
HOMO level = -9.13 eV
LUMO = 1.20 eV
Gap between HOMO and LUMO = 10.34 eV
SMILES string = CC[C@H]1CN1C

```
! wB97M-V def2-TZVPD RIJCOSX def2/J DEFGRID3
* xyz 0 1
C -2.4286 -0.3467 -0.0644
C -1.0436 -0.9745 0.0764
C 0.0204 0.0903 0.0055
C 0.7423 0.7336 1.1365
N 1.4016 -0.2283 0.2688
C 2.3188 0.2891 -0.7273
H -2.6523 0.3009 0.7908
H -2.4747 0.2703 -0.9715
H -3.2135 -1.1053 -0.1366
H -0.9588 -1.5484 1.0066
H -0.8680 -1.6823 -0.7453
H -0.1126 0.7662 -0.8479
H 0.6155 0.4028 2.1662
H 0.9772 1.7945 1.0304
H 1.8787 1.1309 -1.2901
H 2.5477 -0.5097 -1.4393
H 3.2499 0.6166 -0.2590
*
```

Partial atomic charges computed with the natural (NBO) method, in multiples of e: atom 1 (C): -0.6028, atom 2 (C): -0.4058, atom 3 (C): -0.0705, atom 4 (C): -0.2657, atom 5 (N): -0.4014, atom 6 (C): -0.4116, atom 7 (H): 0.2049, atom 8 (H): 0.2003, atom 9 (H): 0.2113, atom 10 (H): 0.2085, atom 11 (H): 0.2037, atom 12 (H): 0.1757, atom 13 (H): 0.2022, atom 14 (H): 0.1879, atom 15 (H): 0.1634, atom 16 (H): 0.2018, atom 17 (H): 0.1981

***

(Q)
The following is a DFT calculation (ωB97M-V/def2-TZVPD) of a single C5H11N molecule.

Calculated values
HOMO level = -8.91 eV
LUMO = 1.20 eV
Gap between HOMO and LUMO = 10.11 eV
SMILES string = CC[C@H]1CN1C

```
! wB97M-V def2-TZVPD RIJCOSX def2/J DEFGRID3
* xyz 0 1
C 2.3718 -0.4150 0.6910
C 1.2991 -0.5204 -0.4205
C -0.1026 -0.2729 0.1207
C -0.5023 1.1199 0.3554
N -1.3132 0.3858 -0.5902
C -2.5590 0.0292 0.1453
H 2.3105 0.5341 1.2379
H 2.2786 -1.2211 1.4288
H 3.3849 -0.4787 0.2701
H 1.5229 0.2208 -1.1949
H 1.3724 -1.5136 -0.8742
H -0.6705 -1.1170 0.4212
H 0.1382 1.8262 -0.1716
H -0.9650 1.5048 1.2567
H -3.2200 -0.6318 -0.4238
H -3.1009 0.9621 0.3474
H -2.3786 -0.4392 1.1344
*
```

Partial atomic charges computed with the natural (NBO) method, in multiples of e: atom 1 (C): -0.6009, atom 2 (C): -0.4136, atom 3 (C): -0.1083, atom 4 (C): -0.2749, atom 5 (N): -0.3874, atom 6 (C): -0.4433, atom 7 (H): 0.2050, atom 8 (H): 0.2052, atom 9 (H): 0.2122, atom 10 (H): 0.2077, atom 11 (H): 0.2060, atom 12 (H): 0.2149, atom 13 (H): 0.2063, atom 14 (H): 0.1956, atom 15 (H): 0.2036, atom 16 (H): 0.2004, atom 17 (H): 0.1714

***

(R)
The following is a DFT calculation (ωB97M-V/def2-TZVPD) of a single C5H11N molecule.

Calculated values
HOMO level (spin up / spin down) = -7.03 / -7.04 eV
LUMO (spin up / spin down) = 0.88 / 0.87 eV
Gap between HOMO and LUMO (spin up / spin down) = 7.91 / 7.91 eV

```
! wB97M-V def2-TZVPD RIJCOSX def2/J DEFGRID3
* xyz 0 1
C -0.5307 0.2073 2.4629
C -0.1786 0.5684 1.0199
C -0.1194 -0.6556 0.1046
N 0.2469 -0.2935 -1.2767
C 1.5272 -0.1678 -1.6804
C -0.6333 0.0427 -2.2316
H -1.5159 -0.2708 2.5238
H -0.5538 1.1008 3.0970
H 0.2032 -0.4843 2.8931
H -0.9196 1.2725 0.6238
H 0.7915 1.0766 0.9752
H -1.0843 -1.1762 0.0802
H 0.6449 -1.3527 0.4766
H 1.7697 0.6984 -2.2781
H 2.2541 -0.9550 -1.5234
H -1.4755 0.6942 -2.0329
H -0.4264 -0.3048 -3.2340
*
```

Partial atomic charges computed with the natural (NBO) method, in multiples of e: atom 1 (C): -0.6068, atom 2 (C): -0.4038, atom 3 (C): -0.2122, atom 4 (N): -0.3048, atom 5 (C): -0.3364, atom 6 (C): -0.3095, atom 7 (H): 0.2038, atom 8 (H): 0.2165, atom 9 (H): 0.2039, atom 10 (H): 0.2006, atom 11 (H): 0.2117, atom 12 (H): 0.2017, atom 13 (H): 0.2072, atom 14 (H): 0.1893, atom 15 (H): 0.1740, atom 16 (H): 0.1725, atom 17 (H): 0.1924

***

Stability summary - winner: (P); margin: 20.9 kcal/mol.

***

(P)
The following is a DFT calculation (ωB97M-V/def2-TZVPD) of a single C5H11N molecule.

Calculated values
HOMO level = -8.94 eV
LUMO = 1.11 eV
Gap between HOMO and LUMO = 10.04 eV
SMILES string = CCN1C[C@H]1C

```
! wB97M-V def2-TZVPD RIJCOSX def2/J DEFGRID3
* xyz 0 1
C 0.5138 -1.6020 -1.4807
C 0.5860 -0.9433 -0.1225
N 1.0124 0.4400 -0.1063
C 0.1533 1.4673 -0.6634
C 0.2014 1.2075 0.8194
C -1.0854 0.5610 1.5609
H -0.0107 -2.5569 -1.3725
H -0.0578 -0.9819 -2.1804
H 1.4989 -1.7934 -1.9127
H -0.3908 -0.9398 0.3507
H 1.2547 -1.4781 0.5618
H 0.6981 2.2314 -1.2323
H -0.8164 1.2300 -1.1032
H 0.7890 1.8597 1.4797
H -1.8762 1.3036 1.4962
H -0.8285 0.3680 2.6076
H -1.6416 -0.3730 1.2978
*
```

Partial atomic charges computed with the natural (NBO) method, in multiples of e: atom 1 (C): -0.6152, atom 2 (C): -0.2301, atom 3 (N): -0.3993, atom 4 (C): -0.2775, atom 5 (C): -0.0615, atom 6 (C): -0.6669, atom 7 (H): 0.2100, atom 8 (H): 0.2042, atom 9 (H): 0.2092, atom 10 (H): 0.1802, atom 11 (H): 0.1920, atom 12 (H): 0.2087, atom 13 (H): 0.1815, atom 14 (H): 0.2032, atom 15 (H): 0.2212, atom 16 (H): 0.2190, atom 17 (H): 0.2213

***

(Q)
The following is a DFT calculation (ωB97M-V/def2-TZVPD) of 2 unconnected molecules or ions with the total composition C5H11N.

Calculated values
HOMO level = -6.77 eV
LUMO = 1.10 eV
Gap between HOMO and LUMO = 7.87 eV

```
! wB97M-V def2-TZVPD RIJCOSX def2/J DEFGRID3
* xyz 0 1
C 2.1350 -0.7725 -0.0437
C 1.2084 0.3807 0.1466
N 0.2664 0.6845 -0.7127
C -0.5999 -0.0008 -1.6801
C -0.8611 1.2709 -1.0160
C -1.5751 -0.0758 1.4373
H 2.3556 -1.2591 0.9156
H 1.6942 -1.5266 -0.7034
H 3.0915 -0.4537 -0.4741
H -0.5538 -0.1002 1.0374
H 1.3709 1.0838 0.9568
H -0.2855 0.0078 -2.7222
H -0.9825 -0.9722 -1.3331
H -1.5551 1.9642 -0.5843
H -2.3318 -0.3724 0.7039
H -1.8077 0.9256 1.8117
H -1.5695 -0.7844 2.2604
*
```

Partial atomic charges computed with the natural (NBO) method, in multiples of e: atom 1 (C): -0.6431, atom 2 (C): -0.1224, atom 3 (N): -0.1945, atom 4 (C): -0.2246, atom 5 (C): -0.2055, atom 6 (C): -0.8695, atom 7 (H): 0.2191, atom 8 (H): 0.2148, atom 9 (H): 0.2081, atom 10 (H): 0.2189, atom 11 (H): 0.1978, atom 12 (H): 0.1827, atom 13 (H): 0.1723, atom 14 (H): 0.2257, atom 15 (H): 0.2077, atom 16 (H): 0.2068, atom 17 (H): 0.2057

***

(R)
The following is a DFT calculation (ωB97M-V/def2-TZVPD) of a single C5H11N molecule.

Calculated values
HOMO level = -8.42 eV
LUMO = 1.13 eV
Gap between HOMO and LUMO = 9.54 eV
SMILES string = C/C=C/CCN

```
! wB97M-V def2-TZVPD RIJCOSX def2/J DEFGRID3
* xyz 0 1
C -2.0565 -0.3464 0.2555
C -0.6808 -0.2440 -0.4933
C 0.5386 0.3138 0.2867
C 1.3655 1.0248 -0.5456
C 2.8501 0.9350 -0.7124
N -1.9847 -1.4035 1.2935
H -2.7645 -0.6334 -0.4737
H -2.3366 0.6307 0.6560
H -0.9028 0.5545 -1.1340
H -0.3696 -1.2905 -0.8875
H 0.9711 -0.1642 1.1679
H 0.9170 1.7352 -1.2132
H 3.3018 0.5778 0.1111
H 3.1035 1.9108 -1.0181
H 2.9350 0.1376 -1.6501
H -1.0948 -1.3945 1.7132
H -1.9690 -2.3386 0.9286
*
```

Partial atomic charges computed with the natural (NBO) method, in multiples of e: atom 1 (C): -0.2124, atom 2 (C): -0.4268, atom 3 (C): -0.2432, atom 4 (C): -0.1295, atom 5 (C): -0.6240, atom 6 (N): -0.8330, atom 7 (H): 0.1849, atom 8 (H): 0.1871, atom 9 (H): 0.2085, atom 10 (H): 0.2052, atom 11 (H): 0.1853, atom 12 (H): 0.1759, atom 13 (H): 0.2090, atom 14 (H): 0.2135, atom 15 (H): 0.2129, atom 16 (H): 0.3398, atom 17 (H): 0.3468

***

(S)
The following is a DFT calculation (ωB97M-V/def2-TZVPD) of a single C5H11N molecule.

Calculated values
HOMO level = -9.13 eV
LUMO = 1.22 eV
Gap between HOMO and LUMO = 10.35 eV
SMILES string = NC1CCCC1

```
! wB97M-V def2-TZVPD RIJCOSX def2/J DEFGRID3
* xyz 0 1
C -0.7822 0.0022 -0.3863
C -0.0170 1.1725 0.2370
C 1.4552 0.8186 -0.0833
C 1.5394 -0.7361 0.0814
C 0.0855 -1.2105 0.0303
H -2.1450 -0.2383 1.0530
H -2.6590 0.7055 -0.2099
H -0.7562 0.1792 -1.4575
H -0.2389 1.2116 1.3131
H -0.3634 2.1360 -0.1869
H 1.5863 1.0234 -1.1829
H 2.2809 1.3855 0.4582
H 2.0409 -1.0488 1.0172
H 2.1422 -1.1295 -0.7305
H -0.3150 -1.5174 1.0285
H -0.1529 -2.0842 -0.5749
N -2.1580 -0.1290 0.0284
*
```

Partial atomic charges computed with the natural (NBO) method, in multiples of e: atom 1 (C): -0.0448, atom 2 (C): -0.4206, atom 3 (C): -0.4024, atom 4 (C): -0.4139, atom 5 (C): -0.4129, atom 6 (H): 0.3459, atom 7 (H): 0.3555, atom 8 (H): 0.1790, atom 9 (H): 0.1906, atom 10 (H): 0.2051, atom 11 (H): 0.1951, atom 12 (H): 0.2165, atom 13 (H): 0.2064, atom 14 (H): 0.2073, atom 15 (H): 0.1930, atom 16 (H): 0.2203, atom 17 (N): -0.8200

***

Stability summary - winner: (S); margin: 46.1 kcal/mol.

***

(P)
The following is a DFT calculation (ωB97M-V/def2-TZVPD) of a single C5H11N molecule.

Calculated values
HOMO level = -8.64 eV
LUMO = 0.97 eV
Gap between HOMO and LUMO = 9.61 eV
SMILES string = CC(C)=C(C)N

```
! wB97M-V def2-TZVPD RIJCOSX def2/J DEFGRID3
* xyz 0 1
C -1.5878 -0.9058 -0.3982
N -0.0640 1.1983 -1.6416
C 0.3295 0.6535 -0.3316
C -0.2636 -0.4421 0.1508
C 0.2204 -1.1206 1.3954
C 1.5538 1.3483 0.1938
H -2.1178 -1.4641 0.3696
H -1.4629 -1.6278 -1.2207
H -2.2341 -0.1391 -0.8327
H -0.0999 0.4198 -2.2893
H -1.0274 1.5227 -1.5661
H 0.7168 -0.4103 2.0519
H 1.0063 -1.8595 1.2167
H -0.5719 -1.6219 1.9364
H 1.4708 2.4210 0.0392
H 1.7069 1.0974 1.2477
H 2.4250 0.9304 -0.3214
*
```

Partial atomic charges computed with the natural (NBO) method, in multiples of e: atom 1 (C): -0.6386, atom 2 (N): -0.8519, atom 3 (C): 0.1663, atom 4 (C): -0.0411, atom 5 (C): -0.6355, atom 6 (C): -0.6437, atom 7 (H): 0.2140, atom 8 (H): 0.2118, atom 9 (H): 0.2117, atom 10 (H): 0.3580, atom 11 (H): 0.3562, atom 12 (H): 0.2163, atom 13 (H): 0.2158, atom 14 (H): 0.2099, atom 15 (H): 0.2276, atom 16 (H): 0.2035, atom 17 (H): 0.2197

***

(Q)
The following is a DFT calculation (ωB97M-V/def2-TZVPD) of a single C5H11N molecule.

Calculated values
HOMO level = -8.90 eV
LUMO = 1.20 eV
Gap between HOMO and LUMO = 10.10 eV
SMILES string = CCN1C[C@H]1C

```
! wB97M-V def2-TZVPD RIJCOSX def2/J DEFGRID3
* xyz 0 1
C -1.9290 1.0478 -0.3305
C -1.4262 -0.3541 -0.0433
N -0.0475 -0.4443 -0.4575
C 0.8063 -1.6311 0.3067
C 1.0231 -0.1700 0.4535
C 2.2479 0.5090 -0.0988
H -2.9818 1.1411 -0.0549
H -1.3475 1.7748 0.2472
H -1.8124 1.2849 -1.3931
H -1.5350 -0.6111 1.0215
H -2.0003 -1.0979 -0.6171
H 0.1943 -2.0430 1.1214
H 0.5048 -1.6969 -0.8159
H 0.6328 0.2667 1.3767
H 3.0627 0.4858 0.6332
H 2.0243 1.5508 -0.3494
H 2.5835 -0.0125 -0.9998
*
```

Partial atomic charges computed with the natural (NBO) method, in multiples of e: atom 1 (C): -0.6117, atom 2 (C): -0.2213, atom 3 (N): -0.4014, atom 4 (C): -0.4241, atom 5 (C): -0.0953, atom 6 (C): -0.6097, atom 7 (H): 0.2120, atom 8 (H): 0.2038, atom 9 (H): 0.2157, atom 10 (H): 0.1684, atom 11 (H): 0.1959, atom 12 (H): 0.1846, atom 13 (H): 0.3434, atom 14 (H): 0.1966, atom 15 (H): 0.2142, atom 16 (H): 0.2082, atom 17 (H): 0.2207

***

Stability summary - winner: (P); margin: 64.4 kcal/mol.

***

(P)
The following is a DFT calculation (ωB97M-V/def2-TZVPD) of a single C5H11N molecule.

Calculated values
HOMO level = -9.68 eV
LUMO = 1.21 eV
Gap between HOMO and LUMO = 10.89 eV
SMILES string = C=NCCCC

```
! wB97M-V def2-TZVPD RIJCOSX def2/J DEFGRID3
* xyz 0 1
C -0.2758 0.2582 -2.5764
C -0.6388 0.2777 -1.0939
C 0.1977 -0.7088 -0.2799
N 0.1039 0.6884 1.7367
C -0.0907 -0.6563 1.2205
C 0.7347 0.8195 2.8229
H 0.7865 0.4909 -2.7188
H -0.8563 0.9954 -3.1411
H -0.4614 -0.7275 -3.0200
H -0.4942 1.2825 -0.6826
H -1.7052 0.0430 -0.9668
H 1.2644 -0.5030 -0.4448
H 0.0183 -1.7337 -0.6338
H -1.1427 -0.9209 1.3935
H 0.5285 -1.3979 1.7551
H 1.1390 -0.0267 3.3977
H 0.8920 1.8191 3.2318
*
```

Partial atomic charges computed with the natural (NBO) method, in multiples of e: atom 1 (C): -0.6014, atom 2 (C): -0.4019, atom 3 (C): -0.3933, atom 4 (N): -0.3915, atom 5 (C): -0.2465, atom 6 (C): -0.0558, atom 7 (H): 0.2003, atom 8 (H): 0.2091, atom 9 (H): 0.1979, atom 10 (H): 0.2178, atom 11 (H): 0.1916, atom 12 (H): 0.1960, atom 13 (H): 0.2007, atom 14 (H): 0.1987, atom 15 (H): 0.1692, atom 16 (H): 0.1373, atom 17 (H): 0.1719

***

(Q)
The following is a DFT calculation (ωB97M-V/def2-TZVPD) of a single C5H11N molecule.

Calculated values
HOMO level = -9.17 eV
LUMO = 1.29 eV
Gap between HOMO and LUMO = 10.45 eV
SMILES string = CCN1C[C@H]1C

```
! wB97M-V def2-TZVPD RIJCOSX def2/J DEFGRID3
* xyz 0 1
C 0.6972 -1.4274 -1.5353
C 0.6562 -1.3383 -0.0021
N 0.6101 0.0577 0.4085
C -0.0202 0.2493 1.6965
C -0.7019 0.6739 0.4406
C -0.7879 2.0919 -0.0781
H 0.7441 -2.4710 -1.8586
H -0.1917 -0.9660 -1.9809
H 1.5712 -0.9135 -1.9714
H -0.1855 -1.8856 0.4737
H 1.5876 -1.7624 0.4002
H -0.4039 -0.6744 2.1296
H 0.4568 0.9719 2.3617
H -1.5555 0.0403 0.1814
H -1.6622 2.6168 0.3203
H -0.8666 2.0953 -1.1745
H 0.1118 2.6547 0.1895
*
```

Partial atomic charges computed with the natural (NBO) method, in multiples of e: atom 1 (C): -0.6174, atom 2 (C): -0.2154, atom 3 (N): -0.4050, atom 4 (C): -0.2611, atom 5 (C): -0.0863, atom 6 (C): -0.6119, atom 7 (H): 0.2096, atom 8 (H): 0.2029, atom 9 (H): 0.2162, atom 10 (H): 0.1607, atom 11 (H): 0.1954, atom 12 (H): 0.1857, atom 13 (H): 0.2027, atom 14 (H): 0.1849, atom 15 (H): 0.2090, atom 16 (H): 0.2117, atom 17 (H): 0.2183

***

Stability summary - winner: (P); margin: 10.8 kcal/mol.